1.
Here is an isolated molecule of C23H30N4O4 from the OMol25 dataset. Energies are from ωB97M-V/def2-TZVPD.

```
61
Properties=species:S:1:pos:R:3:mulliken_charge:R:1
C -9.4343 0.4108 -0.9497 -1.036
C -8.9442 1.0060 0.3675 -0.428
O -7.7063 1.6740 0.2372 -0.467
C -6.5554 0.9525 0.1222 0.643
C -6.4399 -0.4274 0.2489 -0.199
C -5.2070 -1.0449 0.1298 -0.876
C -4.0639 -0.2968 -0.1194 0.521
N -2.7970 -0.8696 -0.2607 -0.069
C -2.4108 -2.1590 -0.1208 0.612
O -3.1279 -3.0992 0.1436 -0.681
C -0.9102 -2.3230 -0.3818 -0.933
N -0.1793 -1.1157 -0.0471 0.147
C -0.0286 -0.9631 1.3911 -0.720
C 0.6002 0.3908 1.7020 -0.824
N 1.9023 0.4720 1.0662 0.102
C 2.6198 1.6880 1.3987 -0.961
C 4.0782 1.5919 0.9509 0.617
O 4.7147 2.5423 0.5612 -0.663
N 4.5674 0.3362 1.0947 0.000
C 5.8253 -0.0822 0.6164 0.030
C 6.7103 -0.7411 1.4525 -0.422
C 7.9604 -1.1203 0.9941 -0.649
C 8.3278 -0.8241 -0.3048 -0.727
C 7.4454 -0.1836 -1.1594 -0.607
C 6.1776 0.1764 -0.7199 0.962
O 5.2094 0.7271 -1.4997 -0.236
C 5.5622 1.2005 -2.7763 -1.036
C 1.7468 0.3237 -0.3725 -0.292
C 1.1254 -1.0337 -0.6804 -0.977
C -4.1770 1.0877 -0.2424 -0.468
C -5.4029 1.7021 -0.1239 -0.735
H -8.7434 -0.3450 -1.3151 0.342
H -9.5140 1.1938 -1.6997 0.299
H -10.4113 -0.0425 -0.8063 0.351
H -8.8903 0.2363 1.1474 0.333
H -9.6361 1.7843 0.7021 0.312
H -7.3015 -1.0453 0.4454 0.343
H -5.1288 -2.1145 0.2303 0.513
H -2.0302 -0.2290 -0.4429 0.057
H -0.7948 -2.5218 -1.4520 0.419
H -0.5571 -3.2118 0.1636 0.384
H 0.6099 -1.7608 1.8080 0.327
H -1.0130 -1.0297 1.8596 0.426
H -0.0727 1.1935 1.3529 0.280
H 0.7276 0.4930 2.7823 0.441
H 2.6106 1.8167 2.4856 0.441
H 2.1777 2.5898 0.9462 0.363
H 3.9366 -0.3503 1.4861 0.272
H 6.4141 -0.9432 2.4711 0.441
H 8.6457 -1.6308 1.6527 0.371
H 9.3069 -1.0989 -0.6672 0.380
H 7.7496 0.0197 -2.1739 0.407
H 4.6729 1.6970 -3.1612 0.243
H 5.8383 0.3798 -3.4476 0.377
H 6.3813 1.9224 -2.7202 0.401
H 1.0995 1.1181 -0.7834 0.237
H 2.7278 0.3981 -0.8453 0.102
H 1.7999 -1.8308 -0.3249 0.281
H 0.9997 -1.1402 -1.7603 0.452
H -3.2947 1.6817 -0.4349 0.364
H -5.4987 2.7722 -0.2168 0.409
```

Summary:
Energy above the lowest of the compared OMol25 structures with the same formula, charge and spin: 122.02 kJ/mol
Gap between HOMO and LUMO: 8.50 eV
LUMO: 0.66 eV
SMILES: CCOc1ccc(NC(=O)CN2CCN(CC(=O)Nc3ccccc3OC)CC2)cc1

=====

2.
Here is C23H30N4O7ReSb as an isolated structure from the OMol25 dataset. Energies are from ωB97M-V/def2-TZVPD.

```
66
Properties=species:S:1:pos:R:3:mulliken_charge:R:1
Re 0.1059 0.5886 -0.5748 2.139
O -3.4835 -1.9682 -0.9490 -0.442
C -2.4873 -1.2462 -0.5425 0.053
O -1.7338 -0.6065 -1.2737 -0.665
C -2.2234 -1.2102 0.8904 0.293
C -2.9626 -1.9102 1.8283 -0.987
C -2.5597 -1.8591 3.1505 -0.964
C -1.4138 -1.1390 3.4458 -1.042
C -0.7435 -0.4802 2.4298 1.225
N -1.1441 -0.4672 1.1524 0.141
C 0.5182 0.2647 2.5896 0.247
O 1.2070 0.3224 3.6873 -0.442
O 0.8957 0.8691 1.6001 -0.824
H -3.5813 -1.9538 -1.9179 0.392
H -3.8272 -2.4810 1.5168 0.612
H -3.1076 -2.3806 3.9240 0.500
H -1.0582 -1.0987 4.4677 0.360
H 0.8645 -0.2201 4.4136 0.336
O -1.1023 2.3289 -0.0982 -0.552
C -0.8864 3.6478 -0.7211 -0.415
C 0.0432 4.5024 0.1004 -0.970
C 1.1895 3.6806 0.6827 -0.938
C 2.0816 2.9910 -0.3182 0.774
C 3.2056 3.6760 -0.7326 -0.613
C 4.1702 3.0792 -1.5286 -0.590
C 4.0126 1.7455 -1.8600 -1.004
C 2.8721 1.0998 -1.4596 -0.118
N 1.8595 1.6955 -0.7595 0.763
H -1.4268 2.4505 0.8047 0.252
H -1.8590 4.1110 -0.8701 0.547
H -0.4555 3.4134 -1.6920 0.090
H -0.4895 4.9846 0.9224 0.399
H 0.4062 5.3049 -0.5458 0.463
H 0.8038 2.9516 1.3822 -0.104
H 1.8265 4.3389 1.2714 0.717
H 3.3391 4.6912 -0.3831 0.591
H 5.0460 3.6332 -1.8414 0.492
H 4.7607 1.1994 -2.4167 0.567
H 2.7483 0.0624 -1.6865 0.585
C -2.8595 1.9829 -2.6819 -1.359
Sb -1.0165 1.0203 -3.1298 1.522
C -0.0185 2.3843 -4.3765 -1.186
C -1.6524 -0.6052 -4.2888 -1.276
H -2.7318 3.0621 -2.7120 0.384
H -3.2410 1.6787 -1.7105 0.307
H -3.5718 1.7039 -3.4596 0.553
H 0.3842 1.8180 -5.2137 0.437
H 0.8021 2.8652 -3.8476 0.279
H -0.7292 3.1301 -4.7295 0.443
H -2.7408 -0.6111 -4.3226 0.376
H -1.2718 -1.5364 -3.8773 0.324
H -1.2544 -0.4669 -5.2924 0.477
C 1.7231 -4.5942 -0.1945 -0.897
N 1.5696 -3.4180 -1.0727 0.116
C 1.9175 -3.4752 -2.3842 0.038
C 1.7784 -2.4260 -3.2214 -1.296
C 1.2433 -1.2151 -2.7052 0.663
O 1.0930 -0.1840 -3.3941 -0.687
N 0.9060 -1.1541 -1.3523 0.376
C 1.0614 -2.2657 -0.5136 0.099
O 0.7765 -2.2141 0.6712 -0.554
H 2.3445 -5.3206 -0.7084 0.336
H 0.7494 -5.0278 0.0224 0.314
H 2.1992 -4.2914 0.7324 0.336
H 2.3269 -4.4208 -2.7142 0.422
H 2.0738 -2.4825 -4.2570 0.586
```

Summary:
Energy above the lowest of the compared OMol25 structures with the same formula, charge and spin: 187.86 kJ/mol
Gap between HOMO and LUMO (spin up / spin down): 6.54 / 6.86 eV
LUMO (spin up / spin down): -10.39 / -10.07 eV
<S²>: 0.76
Multiplicity: 2
Total charge: +3

=====

3.
Here is C23H30N5OsS2Se as an isolated structure from the OMol25 dataset. Energies are from ωB97M-V/def2-TZVPD.

```
62
Properties=species:S:1:pos:R:3:mulliken_charge:R:1
Os 0.1461 -0.1349 -2.5785 0.780
C 2.7168 -3.9182 -5.7678 -0.733
S 1.7195 -4.1833 -4.2598 0.085
C 1.3913 -2.5281 -3.8734 0.627
S 0.3952 -2.3680 -2.4338 -0.344
N 1.8274 -1.4988 -4.6093 -0.894
N 1.3579 -0.3655 -4.1556 0.281
C 1.7988 0.7910 -4.6402 -0.146
C 1.1186 1.9534 -4.2758 0.492
C 1.3905 3.2822 -4.7711 -0.806
C 0.4813 4.2700 -4.5508 -0.217
C -0.7490 3.9060 -3.8912 -0.648
C -0.9154 2.6691 -3.3318 -0.072
N 0.0465 1.7242 -3.4820 -0.213
H 2.5841 -4.6921 -6.5270 0.388
H 3.7734 -4.0262 -5.4515 0.307
H 2.5019 -2.9086 -6.1217 0.275
H 2.5539 0.7961 -5.4420 0.491
H 2.3506 3.4977 -5.2658 0.407
H 0.6590 5.3339 -4.8060 0.447
H -1.5322 4.6351 -3.6270 0.381
H -1.8355 2.3530 -2.8432 0.512
C 3.6590 -0.5431 3.4118 -1.414
C 2.5478 0.3735 2.8440 -0.210
C 2.3026 0.1748 1.3715 -0.218
C 1.5078 -1.0845 1.0803 -1.032
N 0.0809 -1.0751 1.4136 0.691
C -0.8782 -0.4131 0.6779 -0.196
Se -0.7055 0.9207 -0.6088 -0.137
N -2.1158 -0.6656 1.2411 0.351
C -3.3751 -0.0302 0.7691 -1.287
C -3.6538 1.3963 1.2608 -0.188
C -3.2707 1.7825 2.7039 -0.448
C -1.9281 2.4401 2.9108 -0.819
C -1.9470 -1.4999 2.3935 0.684
C -2.8423 -1.8875 3.3594 -0.679
C -2.3359 -2.4866 4.5365 -0.609
C -0.9408 -2.7439 4.6141 -0.490
C -0.0275 -2.3717 3.6282 -0.696
C -0.5613 -1.7479 2.5162 0.961
H 3.6368 -0.6063 4.5157 0.364
H 4.6953 -0.1827 3.1858 0.372
H 3.6078 -1.5425 2.9972 0.351
H 2.7716 1.4416 3.1371 0.399
H 1.6303 0.1141 3.4659 0.109
H 3.2744 -0.0170 0.9153 0.491
H 1.9141 1.0501 0.8204 0.218
H 1.9390 -1.8891 1.6832 0.447
H 1.5538 -1.4178 0.0312 0.019
H -4.1364 -0.6811 1.1939 0.489
H -3.3726 -0.1430 -0.2956 0.368
H -4.7924 1.4665 1.2293 0.399
H -3.3100 2.2093 0.5898 0.320
H -3.3567 0.9342 3.4119 0.209
H -4.0669 2.5139 2.9886 0.393
H -1.0498 1.7572 2.7476 -0.009
H -1.8656 2.8489 3.9407 0.384
H -1.8606 3.2722 2.1931 0.273
H -3.9246 -1.6458 3.2549 0.413
H -3.0534 -2.8219 5.3308 0.436
H -0.5976 -3.3110 5.5033 0.443
H 1.0665 -2.4768 3.7411 0.443
```

Summary:
Gap between HOMO and LUMO (spin up / spin down): 6.57 / 3.49 eV
LUMO (spin up / spin down): -9.93 / -12.94 eV
<S²>: 6.07
Multiplicity: 5
Total charge: +3

=====

4.
Here is a 2-piece molecular cluster, C23H30NO2 overall from the OMol25 dataset. Energies are from ωB97M-V/def2-TZVPD.

```
56
Properties=species:S:1:pos:R:3:mulliken_charge:R:1
C -5.5816 4.0572 -1.2614 -0.825
O -5.5915 2.6153 -1.2848 -0.404
C -4.4187 1.9646 -1.0663 0.958
C -4.4696 0.5455 -1.0307 -0.923
C -3.3148 -0.1818 -0.8606 -0.241
C -2.0435 0.4574 -0.8023 0.404
C -0.8266 -0.2899 -0.8657 -1.216
C 0.4093 0.3347 -1.1006 -0.613
C 1.6680 -0.1933 -0.8580 0.002
C 2.8776 0.5689 -0.9840 0.415
C 4.1415 -0.0796 -1.0808 -0.514
C 5.3098 0.6291 -1.2137 -0.732
C 5.2923 2.0470 -1.2195 0.859
O 6.4946 2.6731 -1.2985 -0.420
C 6.5320 4.1131 -1.2432 -0.807
C 4.0461 2.7222 -1.1410 -0.543
C 2.8780 1.9918 -1.0155 -0.609
C -2.0266 1.8777 -0.7059 -0.770
C -3.1708 2.6239 -0.9125 -0.390
H -6.6351 4.3273 -1.2885 0.255
H -5.1114 4.4390 -0.3460 0.361
H -5.0644 4.4640 -2.1403 0.351
H -5.4364 0.0616 -1.1749 0.436
H -3.3623 -1.2715 -0.8111 0.465
H -0.9018 -1.3803 -0.8732 0.769
H 0.3676 1.3305 -1.5609 0.887
H 1.7524 -1.2493 -0.5925 0.185
H 4.1726 -1.1683 -1.0536 0.409
H 6.2774 0.1344 -1.2912 0.420
H 7.5971 4.3501 -1.2445 0.244
H 6.0412 4.5461 -2.1262 0.349
H 6.0566 4.4935 -0.3275 0.347
H 4.0046 3.8136 -1.1591 0.400
H 1.9359 2.5308 -0.9109 0.322
H -1.0889 2.3970 -0.5044 0.588
H -3.1113 3.7120 -0.9796 0.400
C 0.6481 -2.3993 2.6336 -1.609
C -0.2325 -3.2043 1.6834 1.178
C 0.6201 -3.8358 0.5905 -1.520
C -1.0532 -4.3148 2.3906 -0.947
C -2.4392 -3.7241 2.6882 -0.558
C -2.5412 -2.4574 1.8282 -0.648
N -1.2599 -2.3025 1.1422 0.015
H 1.4054 -3.0351 3.1063 0.447
H 1.1638 -1.6066 2.0727 0.309
H 0.0435 -1.9234 3.4167 0.397
H 1.3708 -4.4975 1.0454 0.418
H -0.0054 -4.4399 -0.0780 0.450
H 1.1410 -3.0784 -0.0031 0.128
H -1.1746 -5.1513 1.6922 0.370
H -0.5405 -4.6825 3.2856 0.372
H -3.2451 -4.4259 2.4457 0.325
H -2.5237 -3.4601 3.7495 0.260
H -3.3243 -2.5559 1.0715 0.220
H -2.7972 -1.5732 2.4340 0.322
H -0.9552 -1.3397 1.1342 0.252
```

Summary:
Energy above the lowest of the compared OMol25 structures with the same formula, charge and spin: 284.82 kJ/mol
Gap between HOMO and LUMO: 5.97 eV
LUMO: -5.05 eV
Total charge: +1

=====

5.
Here is C23H30NPTi as an isolated structure from the OMol25 dataset. Energies are from ωB97M-V/def2-TZVPD.

```
56
Properties=species:S:1:pos:R:3:mulliken_charge:R:1
C -2.5579 0.8987 -3.5282 -0.972
C -2.1845 -0.3034 -2.9417 -0.775
C -1.3523 -0.4013 -1.8062 -0.313
C -0.9212 0.8171 -1.2187 0.951
C -1.1950 2.0316 -1.9066 1.750
C -2.0417 2.0824 -3.0157 -0.808
C -1.2050 -1.8251 -1.3182 -0.449
C 0.0755 -2.6917 -1.1976 -0.792
N 1.3741 -2.2808 -1.6163 0.130
Ti -0.6065 1.6748 0.7412 -1.030
C -0.5363 3.3242 -1.4794 -1.686
P 1.0413 2.8736 -0.5740 1.166
H -2.5899 -1.2218 -3.3789 0.296
H -2.2798 3.0490 -3.4644 0.415
H -3.2399 0.9026 -4.3880 0.354
H -1.1941 3.9719 -0.8662 0.415
H -0.1706 3.9131 -2.3368 0.511
H -1.7170 -1.8877 -0.3491 0.221
H -1.8345 -2.4349 -1.9823 0.313
H 0.1598 -2.9945 -0.1431 0.339
C 1.5287 4.4399 0.1800 -1.297
C 2.1606 2.6895 -2.0021 -1.354
H -0.1380 -3.6484 -1.7171 0.229
C 1.6032 -1.4494 -2.7691 -0.685
C 2.4206 -2.3083 -0.6211 -0.744
H 0.6096 1.8155 2.0525 0.341
H 2.1002 -2.0137 -3.5793 0.286
H 0.6759 -1.0082 -3.1607 0.292
H 2.2934 -0.6380 -2.4822 0.098
H 3.2183 -3.0174 -0.8858 0.281
H 2.8760 -1.3141 -0.5455 0.200
H 2.0085 -2.5830 0.3557 0.253
H 2.3353 3.6823 -2.4533 0.379
H 3.1138 2.2535 -1.6709 0.404
H 1.7279 2.0290 -2.7687 0.319
H 1.6732 5.2050 -0.5952 0.404
H 0.7634 4.7609 0.8974 0.311
H 2.4646 4.2617 0.7251 0.375
H 1.0644 1.6562 1.4605 -0.279
C 0.8963 -2.4917 4.8365 -0.545
C 1.7340 -1.7220 4.0024 -0.635
C 1.1979 -0.9285 2.9898 -0.511
C -0.1895 -0.9135 2.7362 1.237
C -0.8382 -0.1352 1.7163 1.118
C -2.2300 -0.1613 1.5487 -1.137
C -3.0381 -0.9780 2.3800 -0.896
C -2.4488 -1.7096 3.3875 -0.892
C -1.0457 -1.7036 3.5946 0.951
C -0.4770 -2.4694 4.6394 -0.796
H 1.3142 -3.1082 5.6330 0.376
H 2.8125 -1.7592 4.1617 0.379
H 1.8491 -0.3014 2.3785 0.288
H -2.7314 0.4365 0.7743 0.179
H -4.1187 -1.0027 2.2290 0.379
H -3.0565 -2.3153 4.0648 0.315
H -1.1540 -3.0476 5.2771 0.339
```

Summary:
Gap between HOMO and LUMO (spin up / spin down): 6.12 / 6.77 eV
LUMO (spin up / spin down): -0.14 / -0.40 eV
<S²>: 2.01
Multiplicity: 3

=====

6.
Here is C23H31CaCl2N5O2S as an isolated structure from the OMol25 dataset. Energies are from ωB97M-V/def2-TZVPD.

```
65
Properties=species:S:1:pos:R:3:mulliken_charge:R:1
Ca 0.1443 0.0839 0.1492 1.703
C 1.2716 1.7216 2.6920 -1.311
N 0.7624 0.3409 2.6462 0.957
C -0.3766 0.2165 3.5720 -0.988
C -1.4174 -0.8709 3.2996 -0.442
C -2.4202 -0.6056 2.1703 -1.206
N -1.9040 -1.0094 0.8782 0.369
C -2.5054 -1.9526 0.2537 -0.484
C -2.1543 -2.5753 -0.9966 0.924
C -2.9034 -3.7217 -1.3361 -0.831
C -2.6745 -4.4427 -2.4784 -0.761
C -1.6620 -4.0019 -3.3462 -0.433
C -0.9277 -2.8815 -3.0629 -0.675
C -1.1335 -2.1090 -1.8830 -0.092
O -0.4256 -1.0616 -1.6782 -0.604
C 1.8994 -0.5257 3.0161 -1.468
C 1.7857 -2.0368 2.8422 -0.883
C 1.5852 -2.5402 1.3977 -0.815
N 1.8847 -1.5178 0.4211 0.378
C 2.7031 -1.7226 -0.5285 -0.468
C 3.0339 -0.8130 -1.6167 1.099
C 3.8409 -1.3768 -2.6197 -0.883
C 4.2507 -0.6798 -3.7316 -0.893
C 3.8593 0.6545 -3.8476 -0.468
C 3.0837 1.2419 -2.8767 -0.867
C 2.6240 0.5466 -1.7341 0.839
O 1.8842 1.1763 -0.8594 -0.900
H 1.6531 1.9709 3.6925 0.362
H 0.4794 2.4201 2.4325 0.346
H 2.0785 1.8329 1.9665 0.313
H -0.8984 1.1769 3.5767 0.536
H 0.0093 0.0710 4.5940 0.321
H -1.9899 -0.9567 4.2283 0.483
H -0.9561 -1.8470 3.1417 0.035
H -2.6590 0.4637 2.1370 0.236
H -3.3547 -1.1333 2.4046 0.498
H -3.4107 -2.3776 0.7118 0.086
H -3.6853 -4.0398 -0.6533 0.332
H -3.2603 -5.3220 -2.7081 0.388
H -1.4613 -4.5506 -4.2593 0.396
H -0.1553 -2.5324 -3.7379 0.457
H 2.1568 -0.3315 4.0700 0.546
H 2.7463 -0.1897 2.4168 0.551
H 1.0147 -2.4556 3.4898 0.309
H 2.7329 -2.4276 3.2231 0.434
H 0.5322 -2.8115 1.2542 0.142
H 2.1684 -3.4550 1.2338 0.550
H 3.2330 -2.6842 -0.5834 0.147
H 4.1406 -2.4132 -2.5064 0.311
H 4.8615 -1.1516 -4.4885 0.399
H 4.1705 1.2385 -4.7055 0.389
H 2.7978 2.2836 -2.9682 0.277
N -1.4618 4.7082 -1.1173 -0.372
C -0.7461 3.6133 -0.7589 0.517
N 0.4337 3.4445 -1.3342 -0.232
S -1.3997 2.5724 0.4109 -0.409
H -1.0190 5.4655 -1.6111 0.202
H -2.2619 4.9285 -0.5509 0.252
H 0.7029 4.0581 -2.0867 0.230
H 1.0212 2.5958 -1.1786 0.193
Cl -2.1127 1.1748 -2.9442 -0.058
C -3.4763 2.2901 -2.8876 -0.231
Cl -4.9668 1.5706 -3.5260 -0.190
H -3.2461 3.1633 -3.4858 0.334
H -3.6467 2.5524 -1.8493 0.121
```

Summary:
Energy above the lowest of the compared OMol25 structures with the same formula, charge and spin: 7.56 kJ/mol
Gap between HOMO and LUMO: 7.29 eV
LUMO: 0.25 eV